1.
The following is a quantum chemistry calculation of an isolated molecule of C2H3N3O2, from OMol25.

Summary:
ΔE to the lowest compared entry with this formula, charge and spin   57.92 kcal per mole
LUMO energy   0.68 eV
Kohn-Sham gap   10.89 eV
SMILES string   NC(=O)N1NC1=O

Last column: Löwdin charge in e.
Element x y z (Å)
C  -1.600  -0.223  -0.144  -0.52
C  0.716  0.217  0.043  -0.56
N  -1.470  1.059  -0.559  0.21
N  -0.414  0.035  -0.805  0.12
N  1.672  -0.773  -0.013  0.17
O  -2.204  -0.944  0.539  0.19
O  0.901  1.285  0.588  0.08
H  -1.275  1.770  0.016  0.07
H  1.353  -1.630  -0.465  0.11
H  2.322  -0.795  0.800  0.14

2.
The following is a quantum chemistry calculation of an isolated molecule of C2H3N3O2, from OMol25.

Summary:
ΔE to the lowest compared entry with this formula, charge and spin   143.07 kcal per mole
LUMO energy   0.04 eV
Kohn-Sham gap   8.45 eV
SMILES string   O/N=c1\cn[nH]o1

Last column: Löwdin charge in e.
Element x y z (Å)
C  0.351  0.389  -0.049  -0.33
C  -0.736  -0.329  -0.548  -0.09
H  -0.248  3.009  0.780  0.08
H  -1.902  -0.108  -0.475  0.16
H  1.085  -2.717  0.071  0.19
N  0.513  1.556  0.559  0.02
N  -0.525  -1.622  -0.529  0.05
N  0.799  -1.816  -0.425  -0.03
O  -0.706  2.176  0.749  -0.06
O  1.369  -0.540  -0.133  0.01

3.
The following is a quantum chemistry calculation of an isolated molecule of C2H3N3O2, from OMol25.

Summary:
ΔE to the lowest compared entry with this formula, charge and spin   116.17 kcal per mole
LUMO energy   -0.05 eV
Kohn-Sham gap   9.85 eV
SMILES string   Oc1nncn1O

Last column: Löwdin charge in e.
Element x y z (Å)
C  -0.372  -0.552  -0.130  -0.47
C  1.265  0.659  0.134  -0.20
H  -1.598  -1.931  -0.089  0.07
H  1.888  1.609  0.367  0.17
H  -1.913  1.560  0.267  0.29
N  0.621  -1.265  -0.178  0.09
N  1.727  -0.479  -0.008  0.06
N  -0.088  0.713  0.179  -0.13
O  -1.623  -1.052  0.169  0.11
O  -0.822  1.718  -0.234  0.00

| no. | E_HOMO (eV) | strongest force on any atom (Eh/bohr) |
| --- | --- | --- |
| 1 | -10.22 | 0.106 |
| 2 | -8.41 | 0.127 |
| 3 | -9.90 | 0.150 |